Here is a 7-piece molecular cluster, C4H22O8 overall at a distorted geometry from the Open Molecules 2025 dataset. Energies are from the ωB97M-V functional and the def2-TZVPD basis.

Last column: natural (NBO) charge in e.
Atoms and positions in Å:
O1 -1.8516 1.7697 0.0283  -0.776
C1 -2.2422 0.7159 -0.7894  -0.055
C2 -1.1115 -0.3036 -0.9771  -0.470
C3 -1.5819 -1.7110 -1.1988  -0.423
C4 -0.5400 -2.8318 -0.4403  -0.025
O2 0.7852 -2.3097 -0.6987  -0.766
H1 -1.8949 1.6096 1.0145  0.506
H2 -3.1559 0.2032 -0.4251  0.178
H3 -2.2962 1.2629 -1.7553  0.175
H4 -0.4030 -0.2440 -0.0579  0.230
H5 -0.4497 -0.0752 -1.7500  0.192
H6 -1.5507 -1.9174 -2.3301  0.188
H7 -2.5651 -2.0219 -1.0832  0.209
H8 -0.8488 -3.8551 -0.7205  0.173
H9 -0.8115 -2.7558 0.5194  0.156
H10 0.9231 -1.5759 -1.3927  0.496
O3 0.6223 -1.5014 2.9918  -0.965
H11 1.4274 -1.3877 3.4071  0.462
H12 0.9490 -1.8715 2.0013  0.504
O4 -1.0916 1.3525 3.0893  -0.977
H13 -0.3406 2.0308 3.2441  0.490
H14 -0.5839 0.5866 3.2281  0.481
O5 0.6743 2.6265 1.6816  -0.949
H15 1.2105 1.8300 1.6566  0.479
H16 -0.1012 2.3919 1.2644  0.479
O6 0.8928 2.1469 -1.6816  -0.962
H17 -0.0579 2.0109 -1.5231  0.495
H18 1.1241 2.7829 -1.0455  0.484
O7 2.4728 0.2137 -2.1977  -0.991
H19 2.2693 1.0591 -1.7953  0.508
H20 1.8970 0.0854 -3.0043  0.484
O8 2.4909 -0.2365 0.4109  -0.981
H21 2.5603 -0.4007 -0.4803  0.497
H22 3.1792 0.3205 0.8095  0.473

- HOMO energy (eV) = -10.322

***

Here is a 6-piece molecular cluster, C4H23N2O5 overall at a distorted geometry from the Open Molecules 2025 dataset. Energies are from the ωB97M-V functional and the def2-TZVPD basis.

Last column: natural (NBO) charge in e.
Atoms and positions in Å:
C1 -0.6505 0.8856 -0.7490  -0.247
N1 -1.5762 1.0348 -1.9038  -0.862
C2 0.1098 -0.4269 -0.9472  -0.013
N2 -0.9889 -1.5089 -1.1309  -0.702
C3 1.8330 -2.0364 -0.0472  -0.618
C4 0.9771 -0.8009 0.2285  -0.457
H1 -1.2390 0.7995 0.1531  0.202
H2 0.0844 1.6828 -0.7746  0.223
H3 -2.4182 1.5167 -1.5997  0.376
H4 -1.1850 1.7170 -2.5456  0.375
H5 0.5516 -0.4658 -1.9416  0.214
H6 -1.2259 -1.9455 -0.2461  0.428
H7 -1.8038 -1.1710 -1.6391  0.469
H8 -0.5459 -2.2108 -1.7221  0.451
H9 2.5220 -2.2376 0.7737  0.237
H10 2.4754 -1.8728 -0.9131  0.217
H11 1.2484 -2.9490 -0.1774  0.198
H12 0.3447 -0.9225 1.1114  0.207
H13 1.6582 0.0451 0.3389  0.279
H14 0.5911 1.3344 2.7387  0.459
H15 0.6927 0.7429 4.2199  0.489
O1 0.2097 1.3068 3.6137  -0.945
H16 1.5660 4.8661 1.4053  0.476
H17 0.2348 4.5578 1.8473  0.481
O2 0.8748 4.2272 1.1992  -0.953
H18 -3.6752 -1.3505 0.8012  0.484
H19 -3.3936 0.0953 0.8531  0.484
O3 -3.3015 -0.6531 0.2472  -0.962
H20 1.0431 -4.4475 -2.8641  0.485
H21 -0.2040 -5.0710 -2.3651  0.484
O4 0.1293 -4.2126 -2.6538  -0.962
H22 1.6929 2.2157 1.9086  0.467
H23 2.6476 2.6605 0.8645  0.483
O5 2.3883 1.8728 1.3402  -0.945

- HOMO energy (eV) = -13.431
- charge = +1

***

Here is a 8-piece molecular cluster, C4H23N2O8S overall at a distorted geometry from the Open Molecules 2025 dataset. Energies are from the ωB97M-V functional and the def2-TZVPD basis.

Last column: natural (NBO) charge in e.
Atoms and positions in Å:
O1 -0.7354 -5.2507 0.8614  -0.647
C1 -0.8493 -4.3958 -0.0129  0.666
N1 0.1008 -3.8658 -0.8007  -0.612
C2 -0.0380 -2.5354 -1.3954  -0.248
C3 0.9968 -1.5692 -0.7733  -0.515
S1 0.8346 0.2218 -1.1510  -0.701
C4 -2.3346 -3.9683 -0.2482  -0.304
N2 -2.8062 -2.7486 0.2922  -0.845
H1 1.0387 -4.1951 -0.6347  0.395
H2 0.0385 -2.5584 -2.4827  0.193
H3 -1.0319 -2.0762 -1.3297  0.220
H4 2.0390 -1.8298 -1.0333  0.188
H5 0.9967 -1.7581 0.2807  0.184
H6 -2.9290 -4.8400 0.0237  0.214
H7 -2.4850 -4.0432 -1.3454  0.162
H8 -2.1719 -1.9847 0.4263  0.381
H9 -3.3566 -2.8677 1.1267  0.366
H10 -2.2735 1.5120 0.6078  0.471
H11 -1.4918 0.3452 -0.1419  0.504
O2 -2.3596 0.7034 0.1036  -0.996
H12 -3.3130 2.5375 -1.6357  0.481
H13 -2.1430 3.4715 -1.2548  0.471
O3 -2.8139 3.3069 -1.9218  -0.952
H14 0.8450 2.2451 4.3354  0.476
H15 -0.3987 3.1085 4.6684  0.474
O4 0.5116 2.9252 4.9030  -0.949
H16 3.0871 2.1500 0.7269  0.506
H17 2.0480 1.2295 1.4885  0.463
O5 2.7453 1.8836 1.5823  -0.956
H18 1.0169 2.0649 1.9304  0.468
H19 0.3083 3.2919 1.2074  0.478
O6 0.2666 2.6991 1.9590  -0.972
H20 3.0948 1.8152 -2.0619  0.489
H21 2.0572 1.8938 -1.0484  0.495
O7 2.8616 2.4287 -1.3535  -1.022
H22 2.6193 5.0240 -1.1643  0.453
H23 1.9713 3.8987 -1.7880  0.491
O8 1.9132 4.8738 -1.7651  -0.971

- HOMO energy (eV) = -4.719
- charge = -1

***

Here is a 8-piece molecular cluster, C4H23NO10 overall at a distorted geometry from the Open Molecules 2025 dataset. Energies are from the ωB97M-V functional and the def2-TZVPD basis.

Last column: natural (NBO) charge in e.
Atoms and positions in Å:
C1 -1.9030 -0.5035 3.0854  -0.422
N1 -2.4872 -0.1571 1.7687  -0.600
C2 -1.9173 -0.9731 0.6862  -0.185
C3 -2.5405 -0.4198 -0.6396  -0.066
O1 -2.2862 -1.4695 -1.5966  -0.746
C4 -0.4373 -0.7293 0.5875  0.803
O2 0.0765 0.3195 0.2791  -0.665
O3 0.2651 -1.7484 1.0784  -0.696
H1 -2.2737 0.1887 3.8383  0.206
H2 -0.8193 -0.3391 3.1590  0.172
H3 -2.1216 -1.5527 3.2656  0.195
H4 -2.2564 0.8303 1.6857  0.361
H5 -2.2569 -1.9959 0.7666  0.226
H6 -1.8836 0.4118 -0.8953  0.194
H7 -3.5901 -0.1899 -0.5238  0.187
H8 -2.9924 -1.4762 -2.2475  0.473
H9 1.2380 -1.5884 0.9758  0.514
O4 2.9463 -1.4336 1.0955  -0.976
H10 3.0928 -1.5262 0.1422  0.508
H11 3.4643 -2.1028 1.5525  0.488
O5 -1.0004 3.1389 1.6330  -0.979
H12 -1.9443 3.2891 1.6053  0.477
H13 -0.6383 2.4203 1.1050  0.505
O6 0.0902 -3.2812 -2.5398  -0.954
H14 -0.7851 -3.2584 -2.9289  0.479
H15 0.0503 -3.5525 -1.6214  0.476
O7 2.2894 2.0136 0.0751  -0.986
H16 2.0321 1.2259 0.5679  0.524
H17 3.2072 2.2902 0.0110  0.494
O8 -0.6231 3.7390 -1.1357  -0.939
H18 -0.2271 4.4558 -0.6293  0.478
H19 0.0514 3.5193 -1.7873  0.462
O9 2.2624 0.9650 -2.3778  -0.997
H20 1.5884 1.1770 -3.0363  0.482
H21 2.0823 1.5556 -1.6000  0.507
O10 3.7886 -1.1230 -1.6096  -0.976
H22 3.1868 -1.7958 -1.9571  0.469
H23 3.2716 -0.3240 -1.8378  0.506

- HOMO energy (eV) = -9.281

***

Here is a 9-piece molecular cluster, C4H24BF4O8 overall at a distorted geometry from the Open Molecules 2025 dataset. Energies are from the ωB97M-V functional and the def2-TZVPD basis.

Last column: natural (NBO) charge in e.
Atoms and positions in Å:
B1 0.1387 -0.2626 0.5156  1.335
F1 0.2150 1.0731 0.9272  -0.565
F2 0.7756 -0.2763 -0.6765  -0.560
F3 0.7152 -1.1823 1.4351  -0.566
F4 -1.1574 -0.6999 0.3544  -0.556
C1 2.2384 0.9868 -3.3339  -0.247
O1 1.9704 1.5481 -2.1028  -0.750
H1 1.4215 1.0659 -4.0512  0.156
H2 3.1653 1.4653 -3.6499  0.163
H3 2.5122 -0.0654 -3.2558  0.164
H4 1.3436 1.0028 -1.6218  0.491
C2 0.9438 -0.4704 4.3607  -0.248
O2 -0.1385 -1.3016 3.9476  -0.741
H5 1.8606 -0.9827 4.6528  0.151
H6 1.2416 0.0601 3.4563  0.164
H7 0.6937 0.3247 5.0631  0.163
H8 0.0208 -1.4982 3.0216  0.493
C3 -1.4173 -0.4883 -3.8436  -0.249
O3 -1.0064 -1.2659 -4.9726  -0.747
H9 -1.7500 0.5107 -4.1255  0.175
H10 -2.2907 -1.0401 -3.4962  0.164
H11 -0.7309 -0.5158 -2.9973  0.188
H12 -1.4786 -2.0971 -5.0604  0.469
C4 -3.8914 1.2297 1.8505  -0.249
O4 -3.0721 0.1067 2.0696  -0.734
H13 -4.3445 1.1925 0.8598  0.146
H14 -4.8234 1.1943 2.4147  0.161
H15 -3.3352 2.1549 2.0010  0.176
H16 -2.3414 0.1094 1.4469  0.485
O5 -1.2665 3.1823 0.2940  -0.965
H17 -0.5743 3.8314 0.4198  0.461
H18 -0.8133 2.3397 0.3223  0.489
O6 3.5439 -1.7590 -1.3120  -0.947
H19 4.0950 -0.9836 -1.4185  0.463
H20 2.7903 -1.4505 -0.8090  0.485
O7 2.9780 0.8987 1.8322  -0.951
H21 2.0238 0.8423 1.7825  0.482
H22 3.2735 0.7662 0.9315  0.462
O8 -1.4779 -3.2717 1.1539  -0.953
H23 -0.7523 -3.8380 0.8912  0.454
H24 -1.2987 -2.4362 0.7226  0.485

- HOMO energy (eV) = -6.826
- charge = -1

***

Here is a 7-piece molecular cluster, C4H24N2O6 overall at a distorted geometry from the Open Molecules 2025 dataset. Energies are from the ωB97M-V functional and the def2-TZVPD basis.

Last column: natural (NBO) charge in e.
Atoms and positions in Å:
C1 1.4627 1.4669 -0.8874  -0.641
C2 0.0048 1.7440 -0.4931  -0.218
N1 -0.2684 1.7754 0.9458  -0.671
C3 -0.4674 0.4798 1.6193  -0.251
C4 0.7248 -0.1161 2.3765  -0.235
N2 1.5183 -1.0121 1.5241  -0.898
H1 2.1181 2.2819 -0.5855  0.218
H2 1.8036 0.5281 -0.4592  0.201
H3 1.5539 1.3758 -1.9709  0.214
H4 -0.2274 2.7408 -0.8875  0.186
H5 -0.6392 1.0297 -0.9928  0.188
H6 0.4436 2.3069 1.4283  0.376
H7 -1.2637 0.6003 2.3592  0.192
H8 -0.8618 -0.2566 0.9193  0.207
H9 0.3601 -0.6347 3.2717  0.179
H10 1.3561 0.7068 2.7256  0.190
H11 2.1044 -1.6139 2.0813  0.368
H12 0.8820 -1.5752 0.9587  0.397
O1 3.4418 1.5458 1.5885  -0.968
H13 2.9395 0.7516 1.3065  0.490
H14 4.3124 1.4428 1.1743  0.470
O2 -0.6731 -2.7174 0.1322  -1.009
H15 -1.3779 -2.1377 -0.2209  0.485
H16 -0.0030 -2.7509 -0.5918  0.495
O3 1.2387 -2.1366 -1.8134  -0.979
H17 0.5952 -1.6029 -2.3371  0.504
H18 1.6775 -1.5050 -1.2291  0.475
O4 -0.8432 -0.8105 -3.0986  -0.981
H19 -1.5086 -0.8215 -2.3632  0.507
H20 -1.2190 -1.3967 -3.7642  0.478
O5 -2.5790 -0.9444 -0.9343  -1.011
H21 -2.7579 -0.0656 -0.5079  0.521
H22 -3.4143 -1.4385 -0.8915  0.493
O6 -3.1106 1.4524 0.1375  -0.971
H23 -2.3118 1.7962 0.5900  0.513
H24 -3.3477 2.1487 -0.4960  0.486

- HOMO energy (eV) = -9.103